DFT (wB97M-V/def2-TZVPD) results for a cluster of 4 separate species, C32H65ClNO6PS2 in total.

The geometry in XYZ format:
```
108
Properties=species:S:1:pos:R:3:forces:R:3
C 6.746 0.941 0.625 -0.069 -0.178 0.146
C 6.532 0.836 -0.891 -0.023 -0.213 0.722
C 5.756 2.005 -1.470 0.549 0.519 -0.087
C 5.954 2.202 -2.988 -0.362 -0.832 0.478
C 4.680 2.029 -3.817 0.541 0.432 -1.007
C 4.013 3.346 -4.255 -0.255 -0.163 0.915
C 2.505 3.394 -3.964 0.942 0.145 0.168
C 2.282 3.352 -2.447 0.004 0.385 -0.420
C 0.933 3.907 -1.983 -0.102 -0.402 -0.449
C -0.171 2.874 -1.729 0.088 -0.085 -0.192
C 0.304 1.583 -1.031 -0.281 0.936 0.325
C -0.713 0.906 -0.057 1.290 -0.831 -1.199
N -0.681 1.431 1.280 -0.272 0.334 0.074
C -0.659 2.866 1.500 -0.477 0.094 0.382
C -2.023 3.554 1.460 0.562 0.741 0.538
C -1.884 4.917 2.161 0.026 -0.168 -0.931
C -2.061 0.999 -0.754 -0.353 0.443 0.052
O -3.103 0.087 -0.347 0.815 -0.479 0.093
S -2.925 -0.783 0.960 -0.826 0.292 1.418
O -3.760 -1.922 0.810 -0.070 -0.857 -1.042
O -3.272 0.002 2.096 0.344 0.887 0.543
C -1.189 -1.290 1.146 0.386 0.013 -1.128
P -1.263 -3.170 1.109 -0.670 -0.865 -0.760
C -2.091 -3.565 2.715 0.702 0.444 0.172
C 0.434 -3.886 1.326 -0.301 0.390 0.552
C -0.283 -0.605 0.031 -0.398 -1.138 1.089
S -0.678 -1.429 -1.565 -0.033 0.523 -0.733
C 1.196 -0.787 0.507 -0.210 -0.352 -0.147
C 2.183 -1.596 -0.329 0.564 0.155 0.005
C 2.715 -0.880 -1.547 -0.325 0.153 -0.097
Cl 4.155 -1.703 -2.200 0.002 -0.021 -0.025
H 7.734 0.602 0.914 0.256 -0.014 0.027
H 6.056 0.312 1.182 -0.287 -0.023 0.058
H 6.634 1.955 1.002 0.020 0.178 -0.046
H 6.014 -0.100 -1.075 0.033 -0.109 -0.338
H 7.511 0.759 -1.350 0.140 0.112 -0.323
H 4.707 1.933 -1.186 -0.197 -0.002 -0.100
H 6.139 2.897 -0.976 -0.086 0.202 0.192
H 6.448 3.152 -3.164 -0.106 0.200 -0.233
H 6.653 1.434 -3.310 0.231 -0.075 -0.074
H 3.988 1.369 -3.307 -0.191 -0.107 0.193
H 4.964 1.512 -4.730 -0.085 -0.278 -0.140
H 4.456 4.137 -3.651 0.090 0.299 -0.009
H 4.241 3.596 -5.286 -0.052 -0.145 -0.219
H 2.168 4.356 -4.337 -0.474 0.032 -0.219
H 2.022 2.571 -4.485 -0.376 0.024 -0.089
H 2.488 2.347 -2.100 -0.123 -0.191 0.276
H 3.060 3.977 -2.016 0.205 0.089 0.162
H 1.060 4.566 -1.130 0.071 -0.123 0.399
H 0.575 4.556 -2.779 -0.114 0.256 -0.057
H -0.963 3.378 -1.190 -0.148 0.038 0.256
H -0.620 2.601 -2.681 -0.041 -0.052 -0.225
H 1.185 1.843 -0.454 0.172 -0.072 0.253
H 0.625 0.893 -1.801 -0.011 -0.261 -0.076
H -0.023 0.969 1.886 0.114 -0.020 -0.205
H 0.046 3.440 0.889 0.148 -0.184 -0.243
H -0.322 3.007 2.522 0.233 -0.151 0.228
H -2.764 2.953 1.973 -0.158 -0.301 -0.186
H -2.311 3.796 0.444 -0.412 -0.353 -0.248
H -1.323 5.564 1.488 0.215 0.255 0.081
H -1.326 4.845 3.087 -0.177 0.038 0.338
H -2.852 5.388 2.283 -0.120 0.051 0.338
H -2.470 1.995 -0.677 -0.134 0.222 0.301
H -1.906 0.841 -1.814 -0.078 -0.342 -0.208
H -0.875 -0.935 2.116 -0.243 0.302 0.293
H -1.373 -3.966 3.427 0.058 -0.095 0.087
H -2.525 -2.680 3.166 -0.197 0.167 0.048
H -2.875 -4.286 2.550 -0.216 -0.170 -0.126
H 0.796 -4.209 0.359 0.279 0.138 -0.159
H 0.283 -4.790 1.906 -0.152 -0.210 0.094
H 1.163 -3.293 1.871 0.208 0.031 -0.078
H -0.210 -2.673 -1.405 0.081 0.131 0.431
H 1.143 -1.284 1.469 0.038 -0.034 0.186
H 1.678 0.160 0.720 -0.096 0.402 -0.092
H 1.847 -2.587 -0.605 -0.246 -0.097 -0.012
H 3.059 -1.751 0.299 0.050 -0.142 0.274
H 1.993 -0.850 -2.348 -0.182 0.000 -0.232
H 2.965 0.143 -1.286 0.362 0.130 -0.048
C -6.586 -2.948 1.271 -0.248 -0.272 0.158
C -7.907 -3.318 0.650 0.008 -0.060 0.156
O -8.656 -4.119 1.165 0.038 0.093 -0.091
C -8.255 -2.637 -0.655 -0.213 -0.150 0.029
H -6.457 -3.502 2.198 -0.017 0.002 0.004
H -5.771 -3.196 0.594 0.038 0.201 -0.038
H -6.558 -1.880 1.488 0.146 0.031 -0.149
H -7.503 -2.873 -1.409 0.071 0.141 0.022
H -8.294 -1.557 -0.512 0.143 0.017 -0.064
H -9.226 -2.985 -1.001 0.002 -0.004 0.000
C 8.990 1.815 4.977 0.008 0.121 -0.200
C 9.390 0.719 4.019 0.011 0.008 -0.065
O 9.548 0.936 2.841 -0.003 -0.006 0.034
C 9.582 -0.662 4.600 0.044 -0.040 -0.225
H 8.885 2.750 4.433 0.005 -0.010 -0.015
H 8.037 1.570 5.449 0.072 -0.041 0.127
H 9.753 1.935 5.748 -0.087 -0.073 0.100
H 8.654 -1.009 5.056 0.055 0.030 0.137
H 10.370 -0.644 5.355 -0.103 -0.004 0.110
H 9.867 -1.351 3.808 -0.002 0.015 -0.010
C -11.130 -5.376 -0.406 -0.279 -0.217 0.056
C -12.479 -5.507 -1.067 0.011 -0.081 0.046
O -13.322 -6.271 -0.654 0.006 0.038 -0.034
C -12.735 -4.635 -2.275 -0.216 -0.106 0.008
H -11.074 -6.051 0.444 0.020 0.016 0.015
H -10.339 -5.633 -1.114 0.051 0.167 -0.006
H -10.979 -4.358 -0.053 0.132 0.016 -0.074
H -12.010 -4.861 -3.059 0.078 0.123 0.033
H -12.652 -3.582 -2.000 0.136 0.007 -0.062
H -13.737 -4.824 -2.653 0.001 -0.009 0.012
```
Positions in Å, forces in eV/Å.

Its highest occupied orbital energy is -8.5 eV. Its calculated total energy is -3362.32193 a.u. The HOMO-LUMO gap comes out at 8.66 eV. Its spin multiplicity is 1.